1.
{
  "formula": "C9H23N6",
  "method": "ωB97M-V/def2-TZVPD",
  "total_charge": 1,
  "orbital_gap_ev": 9.69,
  "multiplicity": 1,
  "de_lowest_kcal_mol": 100.9,
  "homo_ev": -12.57,
  "e_tot_ev": -18638.0961,
  "lumo_energy_ev": -2.887,
  "species": ["N", "N", "N", "N", "N", "N", "C", "C", "C", "C", "C", "C", "C", "C", "C", "H", "H", "H", "H", "H", "H", "H", "H", "H", "H", "H", "H", "H", "H", "H", "H", "H", "H", "H", "H", "H", "H", "H"],
  "coordinates": [[-4.38, 0.29, -0.02], [-2.54, -0.48, -0.80], [-6.64, 1.31, 0.96], [-3.88, -2.16, 0.16], [-3.57, 1.27, -0.52], [-2.54, 0.82, -1.00], [-0.21, -1.05, -0.15], [-3.63, -0.88, -0.21], [2.60, 0.46, -0.28], [5.17, 0.50, -0.57], [1.50, 0.51, 0.86], [3.92, 0.54, 0.38], [-1.31, -1.14, -1.21], [6.37, -0.17, -0.05], [0.14, 0.44, 0.17], [1.75, 1.37, 1.42], [-1.55, -2.13, -1.56], [5.47, 1.55, -0.91], [0.13, 1.08, -0.65], [-0.59, -1.60, 0.81], [-7.53, 0.75, 0.89], [-0.65, 0.88, 0.90], [7.13, 0.00, -0.70], [2.41, 1.40, -0.83], [6.84, 0.42, 0.87], [-3.35, -2.87, -0.19], [6.24, -1.14, 0.15], [-6.98, 2.21, 0.56], [-5.37, 0.55, 0.30], [-6.19, 1.35, 1.89], [-0.89, -0.49, -1.94], [0.64, -1.63, -0.60], [1.51, -0.32, 1.65], [-4.84, -2.28, 0.55], [3.77, 1.46, 0.94], [4.74, -0.05, -1.50], [3.88, -0.36, 1.10], [2.44, -0.41, -0.88]]
}

***

2.
{
  "formula": "C9H23NSi",
  "method": "ωB97M-V/def2-TZVPD",
  "orbital_gap_ev": 9.10,
  "multiplicity": 1,
  "de_lowest_kcal_mol": 73.2,
  "smiles": "CC(C)[SiH2]N(C)C.C=CCC",
  "homo_ev": -8.13,
  "e_tot_ev": -19071.0037,
  "lumo_energy_ev": 0.966,
  "species": ["Si", "N", "C", "C", "C", "C", "C", "C", "C", "C", "C", "H", "H", "H", "H", "H", "H", "H", "H", "H", "H", "H", "H", "H", "H", "H", "H", "H", "H", "H", "H", "H", "H", "H"],
  "coordinates": [[1.03, -0.20, -0.63], [2.51, -1.07, -0.41], [-3.74, -1.05, 0.09], [-3.47, 0.36, -0.43], [2.36, 1.71, 0.86], [-3.00, 0.59, -1.67], [3.73, -1.09, -1.31], [-0.03, 2.13, 0.26], [2.56, -2.09, 0.65], [1.29, 1.58, -0.26], [-4.49, -1.05, 1.46], [4.53, -0.96, -0.69], [-2.81, -1.48, 0.21], [2.60, -3.11, 0.21], [1.60, 2.35, -0.98], [0.30, -0.85, 0.45], [-0.07, 1.74, 1.28], [0.41, -0.41, -1.93], [3.75, -2.11, -1.71], [-4.53, -2.08, 1.94], [1.69, -1.90, 1.18], [-3.89, 1.17, 0.14], [-0.92, 1.86, -0.34], [-2.77, 1.47, -2.01], [3.29, 1.93, 0.36], [-4.38, -1.60, -0.56], [-5.52, -0.56, 1.48], [-2.92, -0.25, -2.37], [0.15, 3.15, 0.22], [2.16, 2.60, 1.39], [2.46, 0.90, 1.57], [3.42, -1.86, 1.17], [3.63, -0.33, -2.07], [-3.75, -0.49, 1.93]]
}

***

3.
{
  "formula": "C9H24BrN3O3",
  "method": "ωB97M-V/def2-TZVPD",
  "total_charge": 2,
  "orbital_gap_ev": 8.95,
  "multiplicity": 1,
  "de_lowest_kcal_mol": 46.4,
  "homo_ev": -14.62,
  "e_tot_ev": -90361.4469,
  "lumo_energy_ev": -5.668,
  "species": ["Br", "O", "O", "O", "N", "N", "N", "C", "C", "C", "C", "C", "C", "C", "C", "C", "H", "H", "H", "H", "H", "H", "H", "H", "H", "H", "H", "H", "H", "H", "H", "H", "H", "H", "H", "H", "H", "H", "H", "H"],
  "coordinates": [[-5.04, 10.90, 1.35], [-4.24, 12.19, -2.36], [-7.55, 11.76, 4.69], [-5.67, 7.56, 3.10], [-3.70, 8.75, 3.89], [-5.86, 13.16, 3.75], [-6.31, 12.74, -1.29], [-5.01, 13.10, -2.04], [-8.00, 14.12, 4.85], [-7.18, 11.64, -2.01], [-7.19, 12.90, 4.45], [-4.66, 12.89, 4.69], [-5.10, 8.05, 4.10], [-4.71, 14.57, -2.38], [-5.87, 8.22, 5.44], [-2.64, 7.66, 3.56], [-6.62, 10.77, -2.36], [-6.04, 12.34, -0.40], [-8.17, 14.85, 4.06], [-3.92, 9.37, 3.12], [-2.92, 7.16, 2.63], [-6.84, 7.72, 5.35], [-4.64, 11.84, 4.96], [-5.25, 15.33, -1.82], [-5.01, 14.72, -3.41], [-2.59, 6.98, 4.41], [-6.82, 13.60, -1.15], [-4.57, 13.43, 5.63], [-7.71, 12.13, -2.82], [-7.28, 14.64, 5.48], [-5.66, 14.11, 3.45], [-3.44, 9.36, 4.65], [-5.26, 7.83, 6.25], [-8.92, 13.93, 5.39], [-3.64, 14.80, -2.35], [-6.11, 9.26, 5.64], [-5.91, 12.62, 2.90], [-7.93, 11.34, -1.28], [-1.68, 8.15, 3.47], [-3.74, 13.03, 4.12]]
}

***

4.
{
  "formula": "C9H24ClI2IrN2P2",
  "method": "ωB97M-V/def2-TZVPD",
  "total_charge": 3,
  "orbital_gap_ev": [6.42, 5.37],
  "multiplicity": 6,
  "de_lowest_kcal_mol": 69.2,
  "s2": 8.7782,
  "homo_ev": [-17.87, -19.00],
  "e_tot_ev": -62803.6592,
  "lumo_energy_ev": [-11.452, -13.635],
  "species": ["Ir", "I", "I", "Cl", "P", "P", "N", "N", "C", "C", "C", "C", "C", "C", "C", "C", "C", "H", "H", "H", "H", "H", "H", "H", "H", "H", "H", "H", "H", "H", "H", "H", "H", "H", "H", "H", "H", "H", "H", "H", "H"],
  "coordinates": [[0.00, -0.07, -1.99], [0.02, 2.36, 1.92], [-0.02, -2.45, 1.86], [0.00, -0.14, -3.97], [-2.09, -0.02, -1.24], [2.08, -0.02, -1.25], [0.04, 0.17, 0.69], [0.03, -0.02, 3.10], [-0.90, -0.76, 3.91], [-0.07, 0.16, 1.87], [2.71, -1.48, -2.13], [2.96, 0.06, 0.28], [0.92, 0.76, 3.94], [-2.71, -1.49, -2.13], [2.66, 1.42, -2.23], [-2.96, 0.06, 0.28], [-2.67, 1.41, -2.23], [-1.88, -0.41, 3.59], [2.19, 1.57, -3.22], [-2.25, -1.71, -3.12], [2.57, -2.35, -1.49], [-0.87, -1.78, 3.52], [3.97, 0.06, -0.16], [-2.79, 0.97, 0.84], [-3.78, -1.24, -2.23], [0.58, 0.55, 4.97], [-3.98, 0.05, -0.15], [-2.81, -0.80, 0.92], [2.81, -0.81, 0.90], [2.78, 0.96, 0.85], [1.93, 0.47, 3.65], [2.25, -1.70, -3.11], [-0.58, -0.54, 4.94], [-3.74, 1.18, -2.33], [-2.20, 1.56, -3.22], [-2.53, 2.32, -1.64], [2.52, 2.33, -1.64], [3.74, 1.19, -2.33], [-2.57, -2.36, -1.48], [0.82, 1.77, 3.51], [3.78, -1.23, -2.23]]
}